Record 1
Molecular formula: C4H12BO2P
Method: DFT, ωB97M-V/def2-TZVPD

Its lowest unoccupied orbital energy (spin up / spin down) is 0.00181 / 0.00328 Ha. As for the charge: 0. The value obtained for the HOMO-LUMO gap (spin up / spin down) is 7.51 / 7.62 eV. As for the total energy: -676.2248 Ha. The value obtained for the energy above the lowest of the compared OMol25 structures with the same formula, charge and spin is 80.7 kcal/mol.

Atoms and positions in Å:
B  -2.264  -0.126  0.200
C  2.814  0.063  0.691
C  0.758  -1.094  -1.162
C  -2.122  1.367  0.658
C  0.376  1.224  0.354
O  -2.963  -0.461  -0.949
O  -1.434  -1.085  0.822
P  1.000  -0.506  0.450
H  3.359  0.496  -0.329
H  3.381  -0.814  0.937
H  2.630  0.883  1.349
H  1.618  -0.761  -1.754
H  -0.156  -0.800  -1.715
H  0.899  -2.148  -1.117
H  -2.219  1.568  1.675
H  -2.155  2.179  -0.090
H  0.351  1.537  -0.626
H  0.679  1.801  1.201
H  -3.172  -1.393  -0.989
H  -1.380  -1.929  0.395

These are the Löwdin partial charges, in e, on atoms 1 to 4: -0.74 -0.29 -0.33 0.14


Record 2
Molecular formula: C4H12BeN3
Method: DFT, ωB97M-V/def2-TZVPD

Its lowest unoccupied orbital energy (spin up / spin down) is 0.13050 / 0.12888 Ha. As for the charge: -1. The value obtained for the HOMO-LUMO gap (spin up / spin down) is 4.13 / 3.45 eV. As for the total energy: -338.5446 Ha. The value obtained for the energy above the lowest of the compared OMol25 structures with the same formula, charge and spin is 2.8 kcal/mol.

Atoms and positions in Å:
C  1.729  1.647  -0.723
Be  -0.693  -1.073  -0.412
N  -0.097  -0.644  1.144
H  1.349  2.049  0.222
H  -0.358  0.336  1.302
H  -1.386  -2.247  -0.317
H  2.805  1.458  -0.614
H  1.572  2.393  -1.511
H  1.233  0.714  -1.018
H  -0.524  -1.195  1.895
H  0.919  -0.723  1.231
N  -1.662  1.096  -1.822
C  -2.078  1.318  -3.077
C  -1.859  0.142  -3.792
C  -1.266  -0.751  -2.915
N  -1.123  -0.167  -1.700
H  -1.748  1.729  -1.025
H  -2.504  2.267  -3.379
H  -2.112  -0.048  -4.819
H  -0.957  -1.772  -3.053

These are the Löwdin partial charges, in e, on atoms 1 to 4: -0.11 -0.37 0.01 -0.01


Record 3
Molecular formula: C4H12Br2CrN2S2
Method: DFT, ωB97M-V/def2-TZVPD

Its lowest unoccupied orbital energy (spin up / spin down) is -0.32144 / -0.39914 Ha. As for the charge: +2. The value obtained for the HOMO-LUMO gap (spin up / spin down) is 7.83 / 5.72 eV. The multiplicity is 5. As for the total energy: -7257.3773 Ha.

Atoms and positions in Å:
Cr  -0.161  0.729  -0.432
Br  -2.103  1.615  -1.203
C  1.511  1.665  -1.127
Br  2.287  0.207  -0.172
H  1.821  2.618  -0.709
H  1.713  1.591  -2.192
N  -2.576  -0.748  3.252
C  -1.971  0.020  2.370
N  -2.241  1.310  2.309
S  -0.783  -0.729  1.329
H  -3.259  -0.372  3.894
H  -2.351  -1.725  3.343
H  -2.908  1.737  2.937
H  -1.792  1.914  1.647
C  -2.596  -2.229  -2.147
S  -0.920  -2.032  -1.570
C  -0.568  -3.611  -0.805
H  -2.608  -2.944  -2.975
H  -2.950  -1.261  -2.495
H  -3.226  -2.598  -1.338
H  -1.414  -3.908  -0.189
H  0.336  -3.502  -0.211
H  -0.400  -4.357  -1.587

These are the Löwdin partial charges, in e, on atoms 1 to 4: -0.08 0.28 -0.58 0.80


Q: Number 1 is which compound?
A: C4H12BO2P


Please write out number 1 again, unchanged.
Molecular formula: C4H12BO2P
Method: DFT, ωB97M-V/def2-TZVPD

Its lowest unoccupied orbital energy (spin up / spin down) is 0.00181 / 0.00328 Ha. As for the charge: 0. The value obtained for the HOMO-LUMO gap (spin up / spin down) is 7.51 / 7.62 eV. As for the total energy: -676.2248 Ha. The value obtained for the energy above the lowest of the compared OMol25 structures with the same formula, charge and spin is 80.7 kcal/mol.

Atoms and positions in Å:
B  -2.264  -0.126  0.200
C  2.814  0.063  0.691
C  0.758  -1.094  -1.162
C  -2.122  1.367  0.658
C  0.376  1.224  0.354
O  -2.963  -0.461  -0.949
O  -1.434  -1.085  0.822
P  1.000  -0.506  0.450
H  3.359  0.496  -0.329
H  3.381  -0.814  0.937
H  2.630  0.883  1.349
H  1.618  -0.761  -1.754
H  -0.156  -0.800  -1.715
H  0.899  -2.148  -1.117
H  -2.219  1.568  1.675
H  -2.155  2.179  -0.090
H  0.351  1.537  -0.626
H  0.679  1.801  1.201
H  -3.172  -1.393  -0.989
H  -1.380  -1.929  0.395

These are the Löwdin partial charges, in e, on atoms 1 to 4: -0.74 -0.29 -0.33 0.14


Please write out number 1 again, unchanged.
Molecular formula: C4H12BO2P
Method: DFT, ωB97M-V/def2-TZVPD

Its lowest unoccupied orbital energy (spin up / spin down) is 0.00181 / 0.00328 Ha. As for the charge: 0. The value obtained for the HOMO-LUMO gap (spin up / spin down) is 7.51 / 7.62 eV. As for the total energy: -676.2248 Ha. The value obtained for the energy above the lowest of the compared OMol25 structures with the same formula, charge and spin is 80.7 kcal/mol.

Atoms and positions in Å:
B  -2.264  -0.126  0.200
C  2.814  0.063  0.691
C  0.758  -1.094  -1.162
C  -2.122  1.367  0.658
C  0.376  1.224  0.354
O  -2.963  -0.461  -0.949
O  -1.434  -1.085  0.822
P  1.000  -0.506  0.450
H  3.359  0.496  -0.329
H  3.381  -0.814  0.937
H  2.630  0.883  1.349
H  1.618  -0.761  -1.754
H  -0.156  -0.800  -1.715
H  0.899  -2.148  -1.117
H  -2.219  1.568  1.675
H  -2.155  2.179  -0.090
H  0.351  1.537  -0.626
H  0.679  1.801  1.201
H  -3.172  -1.393  -0.989
H  -1.380  -1.929  0.395

These are the Löwdin partial charges, in e, on atoms 1 to 4: -0.74 -0.29 -0.33 0.14


Q: charge of number 1 (C4H12BO2P)?
A: 0